{"formula": "C4H9NO", "method": "ωB97M-V/def2-TZVPD", "smiles": "CC/N=C/CO", "multiplicity": 1, "symbols": ["C", "C", "N", "C", "C", "O", "H", "H", "H", "H", "H", "H", "H", "H", "H"], "xyz": [[-0.603, -1.780, -0.615], [-0.076, -0.599, -1.441], [-0.243, 0.526, -0.547], [0.760, 0.908, 0.118], [0.492, 1.521, 1.464], [-0.877, 1.594, 1.727], [0.133, -2.068, 0.147], [-1.502, -1.458, -0.078], [-0.847, -2.651, -1.226], [0.979, -0.758, -1.718], [-0.663, -0.460, -2.353], [1.794, 0.645, -0.150], [0.974, 2.496, 1.604], [0.985, 0.814, 2.157], [-1.306, 1.270, 0.912]], "forces_ev_per_a": [[-0.038, -0.150, -0.053], [-0.009, -0.103, -0.179], [0.355, 0.016, 0.302], [-0.267, -0.155, 0.011], [0.352, 0.116, -0.031], [-0.097, 0.187, -0.025], [-0.099, 0.036, -0.182], [0.091, -0.143, -0.189], [0.087, 0.030, 0.002], [-0.178, 0.040, -0.033], [0.008, 0.005, 0.134], [-0.129, -0.059, 0.121], [-0.024, -0.025, -0.061], [-0.087, 0.217, 0.041], [0.034, -0.013, 0.142]], "mulliken_charge": [-1.0132, -0.4023, -0.4440, -0.0182, -0.3498, -0.5452, 0.2608, 0.3012, 0.3713, 0.2878, 0.3141, 0.3496, 0.2933, 0.2049, 0.3898]}


{"formula": "C5H8O2", "method": "ωB97M-V/def2-TZVPD", "multiplicity": 1, "symbols": ["O", "C", "C", "C", "C", "C", "O", "H", "H", "H", "H", "H", "H", "H", "H"], "xyz": [[0.372, -1.591, 2.044], [-0.478, -0.532, 1.580], [0.181, 0.244, 0.423], [0.206, -0.417, -0.913], [0.470, 0.699, -1.861], [-0.475, 1.758, -0.722], [-1.355, 2.551, -0.732], [-0.061, -1.997, 2.813], [-0.688, 0.153, 2.409], [-1.429, -0.963, 1.234], [1.146, 0.652, 0.733], [1.059, -1.036, -1.220], [-0.750, -0.930, -1.097], [0.281, 0.394, -2.915], [1.521, 1.015, -1.778]], "forces_ev_per_a": [[-0.035, 0.150, -0.048], [-0.406, 0.691, -0.301], [-0.251, 0.700, -0.234], [0.529, -0.486, -0.407], [-0.892, 1.391, 0.424], [-0.394, -1.809, -0.236], [1.944, -1.382, -0.017], [0.214, 0.221, -0.395], [-0.038, 0.010, -0.116], [0.101, 0.166, 0.015], [-0.053, -0.090, -0.086], [-0.209, -0.872, 0.966], [0.337, 0.078, -0.111], [-0.401, 1.054, 0.481], [-0.445, 0.177, 0.066]], "mulliken_charge": [-0.5254, -0.5469, -0.1766, -0.4561, -0.6573, 0.3461, -0.3975, 0.3113, 0.3171, 0.2889, 0.3063, 0.2857, 0.2789, 0.3353, 0.2901]}


{"formula": "C6H28N2O7", "method": "ωB97M-V/def2-TZVPD", "smiles": "C=CC[C@H](CN)NC.O.O.O.O.O.O.O", "multiplicity": 1, "symbols": ["C", "N", "C", "C", "C", "C", "C", "N", "H", "H", "H", "H", "H", "H", "H", "H", "H", "H", "H", "H", "H", "H", "H", "H", "O", "H", "H", "O", "H", "H", "O", "H", "H", "O", "H", "H", "O", "H", "H", "O", "H", "H", "O"], "xyz": [[-0.163, 1.539, -1.625], [0.151, 1.358, -0.155], [0.680, 0.010, 0.053], [0.727, -0.224, 1.626], [-0.471, 0.259, 2.445], [-1.348, -0.566, 2.999], [2.219, -0.153, -0.313], [2.572, -1.159, -1.346], [0.709, 1.987, -2.082], [-0.222, 0.588, -2.189], [-1.120, 2.078, -1.678], [0.845, 2.075, 0.038], [-0.074, -0.649, -0.388], [0.795, -1.343, 1.851], [1.655, 0.203, 2.006], [-0.527, 1.350, 2.550], [-2.243, -0.191, 3.449], [-1.264, -1.648, 2.988], [2.721, -0.391, 0.606], [2.634, 0.831, -0.554], [3.026, -0.724, -2.136], [1.794, -1.652, -1.783], [-2.355, -3.017, -0.868], [-2.160, -1.596, -0.536], [-1.643, -2.407, -0.639], [0.433, -4.125, 0.177], [1.630, -3.198, -0.273], [1.269, -4.091, -0.302], [-3.812, -0.013, -1.820], [-2.648, 0.249, -1.030], [-2.856, -0.143, -1.903], [0.334, -3.503, -1.982], [-0.537, -2.237, -2.174], [0.144, -2.783, -2.601], [1.590, 4.156, -1.134], [1.688, 4.405, 0.399], [1.858, 3.758, -0.294], [1.322, 2.963, 2.467], [-0.310, 3.082, 2.370], [0.531, 3.482, 2.604], [-1.923, 1.481, 0.427], [-2.970, 1.001, 1.487], [-2.790, 1.039, 0.544]], "forces_ev_per_a": [[0.216, -0.558, 0.866], [-0.689, -0.376, -1.640], [1.056, 0.743, 2.599], [-1.122, -1.580, 0.434], [0.999, -0.134, -0.663], [0.009, 0.151, -0.166], [-1.037, -0.540, -1.324], [-0.092, 0.293, 0.049], [-0.158, 0.862, -0.408], [-0.434, 0.256, 0.694], [0.615, 0.088, -0.644], [-0.017, -0.157, 0.242], [0.763, -0.346, -0.082], [0.168, 1.274, -0.545], [-0.101, 0.255, 0.126], [-0.455, -0.763, 0.012], [-0.286, 0.228, 0.568], [0.164, 0.085, -0.290], [0.350, -0.540, 0.298], [-0.259, 0.040, -0.343], [0.278, 0.093, 0.060], [-0.326, 0.221, 0.338], [0.271, -0.269, -0.136], [0.198, 0.219, -0.081], [-0.730, -0.108, 0.557], [0.188, 0.435, 0.074], [-0.098, 0.098, 0.173], [-0.014, -0.542, -0.138], [-0.062, -0.228, -0.630], [0.295, -0.008, -0.296], [-0.540, 0.258, 0.777], [-0.021, 0.144, 0.055], [0.154, -0.569, -0.022], [0.186, 0.381, -0.482], [0.078, 0.014, 0.382], [-0.148, 0.065, -0.078], [0.131, 0.065, -0.257], [-0.479, -0.736, -0.251], [0.682, -0.434, -0.300], [-0.025, 1.523, 0.463], [0.127, -0.296, 0.365], [0.214, -0.106, -0.067], [-0.050, 0.500, -0.289]], "mulliken_charge": [-1.1947, -0.0307, 1.7177, -1.0823, 0.0535, -1.0035, -1.0882, -0.5675, 0.3871, 0.3781, 0.3306, 0.0965, -0.5417, 0.2397, 0.4822, 0.0057, 0.3323, 0.2515, 0.3200, 0.4749, 0.2829, 0.2154, 0.2553, 0.2554, -0.5750, 0.3218, 0.3743, -0.7450, 0.3263, 0.3112, -0.5830, 0.3606, 0.4107, -0.7257, 0.3054, 0.3079, -0.6448, 0.3080, 0.4489, -0.6402, 0.3107, 0.2910, -0.7333]}


{"formula": "C9H15Br6Cl9", "method": "ωB97M-V/def2-TZVPD", "smiles": "ClC(Cl)Cl.ClC(Cl)Cl.ClC(Cl)Cl.BrCCBr.BrCCBr.BrCCBr", "multiplicity": 1, "symbols": ["Br", "C", "C", "Br", "H", "H", "H", "H", "Br", "C", "C", "Br", "H", "H", "H", "H", "Br", "C", "C", "Br", "H", "H", "H", "H", "C", "Cl", "Cl", "Cl", "H", "C", "Cl", "Cl", "Cl", "H", "C", "Cl", "Cl", "Cl", "H"], "xyz": [[2.079, 3.880, 3.640], [2.138, 1.996, 2.976], [0.904, 1.612, 2.192], [1.139, -0.100, 1.257], [2.288, 1.372, 3.857], [3.047, 1.859, 2.391], [0.809, 2.307, 1.358], [0.018, 1.494, 2.816], [-5.814, 0.006, 6.143], [-4.772, 0.702, 4.604], [-4.042, -0.535, 4.036], [-2.655, 0.104, 2.771], [-4.154, 1.510, 4.996], [-5.488, 1.198, 3.949], [-4.721, -1.143, 3.437], [-3.499, -1.107, 4.788], [3.630, 2.830, -1.142], [2.820, 1.158, -1.743], [3.481, 0.702, -3.031], [2.581, -1.016, -3.534], [1.744, 1.315, -1.817], [3.016, 0.407, -0.977], [4.513, 0.366, -2.928], [3.592, 1.491, -3.775], [1.770, -4.252, -1.272], [2.657, -3.391, -0.010], [0.669, -5.464, -0.549], [2.936, -4.983, -2.331], [1.277, -3.470, -1.851], [-0.788, 0.150, -5.194], [-1.969, 0.867, -6.348], [0.278, 1.493, -4.647], [0.251, -1.131, -5.994], [-1.234, -0.283, -4.299], [-1.703, -0.355, -0.644], [-3.438, -0.515, -0.787], [-1.042, 1.243, -0.980], [-0.939, -1.580, -1.680], [-1.380, -0.735, 0.326]], "forces_ev_per_a": [[-0.110, -0.996, -0.486], [0.529, -0.411, 0.505], [0.324, 0.414, -0.351], [0.358, -0.113, 0.603], [-0.286, 0.176, 0.073], [-0.153, 0.486, -0.179], [-0.521, 0.048, 0.283], [0.077, 0.258, -0.255], [0.135, 0.304, -0.365], [-0.106, -0.537, 0.525], [-0.053, 1.298, -0.336], [-0.221, -0.098, 0.254], [0.336, -0.510, 0.065], [0.066, -0.548, -0.223], [0.169, -0.037, 0.264], [-0.278, 0.160, -0.110], [-0.111, -0.116, 0.017], [0.486, -0.498, -0.073], [0.426, -0.468, 0.274], [0.459, 0.955, -0.017], [0.218, 0.039, -0.205], [-0.116, 0.254, 0.050], [-0.129, 0.021, 0.642], [-1.036, -0.351, -0.480], [0.147, 0.274, 0.366], [-0.135, 0.171, 0.376], [0.250, 0.651, -0.473], [0.216, -0.525, -0.531], [-0.480, -0.454, 0.253], [1.081, 0.369, -0.777], [0.448, -0.807, 0.743], [-0.341, -0.434, -0.052], [-1.183, 0.873, 0.380], [-0.213, 0.056, -0.435], [0.542, -1.005, 0.177], [-0.105, 0.455, -0.036], [-0.592, -0.126, 0.002], [0.226, -0.046, -0.615], [-0.325, 0.818, 0.146]], "mulliken_charge": [-0.1750, -0.7119, -0.3381, -0.1229, 0.4165, 0.3800, 0.3187, 0.2642, -0.1619, -0.5643, -0.6107, -0.0893, 0.3690, 0.3583, 0.3621, 0.3983, -0.1754, -0.1324, -0.7303, -0.1194, 0.0706, 0.2344, 0.4829, 0.4209, 0.5129, -0.1206, -0.1362, -0.1157, -0.1852, 0.2918, -0.1233, -0.1106, -0.1268, 0.0506, 0.1693, -0.1018, -0.0754, -0.0793, 0.0059]}


Energy relative to the best compared isomer or geometry (same formula, charge and spin), respectively: 1.780, 3.564, 1.710, 0.744 eV.
HOMO energy, respectively: -10.0, -8.9, -8.7, -10.2 eV.
LUMO, respectively: 0.03958, 0.02908, 0.00966, 0.00708 Eh.